{"formula": "C40H47N6O2PS4Tl", "method": "ωB97M-V/def2-TZVPD", "homo_ev": [-14.9, -14.9], "charge": 3, "gap_ev": [4.92, 5.22], "elements": ["Tl", "N", "C", "C", "C", "C", "C", "N", "C", "C", "C", "C", "C", "N", "H", "H", "H", "H", "H", "H", "H", "H", "H", "C", "C", "S", "C", "C", "S", "C", "C", "S", "H", "H", "H", "H", "H", "H", "H", "H", "H", "H", "H", "H", "O", "N", "C", "C", "C", "C", "C", "C", "C", "P", "C", "C", "C", "C", "C", "C", "C", "C", "C", "C", "C", "C", "H", "H", "H", "H", "H", "H", "H", "H", "H", "H", "H", "H", "H", "H", "H", "H", "C", "S", "C", "O", "H", "H", "H", "H", "H", "H", "N", "C", "C", "N", "C", "H", "H", "H", "H"], "coordinates": [[0.585, 0.264, 0.673], [2.940, 3.334, 1.800], [3.603, 2.429, 0.980], [4.965, 2.685, 0.744], [5.682, 1.830, -0.056], [5.033, 0.733, -0.620], [3.698, 0.562, -0.335], [2.978, 1.378, 0.458], [1.608, 3.531, 2.111], [1.285, 4.680, 2.855], [-0.025, 4.920, 3.187], [-1.007, 4.015, 2.778], [-0.601, 2.915, 2.063], [0.681, 2.661, 1.733], [3.542, 4.047, 2.173], [5.440, 3.548, 1.195], [6.734, 2.007, -0.240], [5.557, 0.026, -1.249], [3.158, -0.287, -0.739], [2.066, 5.367, 3.160], [-0.289, 5.801, 3.759], [-2.050, 4.173, 3.019], [-1.319, 2.175, 1.723], [2.557, 1.479, -5.237], [1.693, 0.364, -4.690], [1.141, 0.829, -3.016], [-0.387, 1.784, -3.298], [-0.138, 3.267, -3.064], [1.028, 3.397, -1.670], [2.412, 4.313, -2.377], [2.978, 3.862, -3.732], [3.498, 2.130, -3.818], [1.978, 2.283, -5.684], [3.264, 1.107, -5.978], [2.280, -0.541, -4.530], [0.838, 0.121, -5.322], [-1.074, 1.393, -2.543], [-0.772, 1.559, -4.292], [-1.056, 3.776, -2.780], [0.272, 3.767, -3.938], [3.176, 4.263, -1.599], [2.104, 5.353, -2.479], [3.873, 4.456, -3.919], [2.285, 4.053, -4.547], [2.407, -2.954, 0.653], [2.341, -2.614, -0.684], [1.509, -3.341, -1.303], [0.723, -4.463, -0.734], [1.134, -5.760, -1.016], [0.417, -6.846, -0.537], [-0.743, -6.642, 0.193], [-1.168, -5.356, 0.478], [-0.430, -4.252, 0.034], [-1.160, -2.603, 0.323], [-2.354, -2.379, -1.012], [-3.657, -2.866, -0.895], [-4.518, -2.774, -1.978], [-4.089, -2.199, -3.167], [-2.789, -1.720, -3.281], [-1.921, -1.803, -2.205], [-1.978, -2.642, 1.904], [-1.422, -3.370, 2.966], [-2.051, -3.380, 4.198], [-3.214, -2.644, 4.393], [-3.754, -1.892, 3.352], [-3.136, -1.880, 2.117], [3.227, -2.542, 0.949], [1.438, -3.132, -2.368], [2.029, -5.922, -1.604], [0.758, -7.851, -0.747], [-1.327, -7.487, 0.536], [-2.090, -5.214, 1.025], [-3.991, -3.334, 0.022], [-5.526, -3.162, -1.895], [-4.765, -2.132, -4.009], [-2.455, -1.297, -4.223], [-0.905, -1.426, -2.281], [-0.512, -3.937, 2.822], [-1.637, -3.969, 5.006], [-3.704, -2.656, 5.359], [-4.667, -1.332, 3.508], [-3.573, -1.331, 1.294], [-3.877, 2.427, -1.418], [-3.559, 1.072, -0.282], [-4.037, 1.953, 1.213], [-2.055, 0.888, -0.227], [-4.929, 2.705, -1.337], [-3.677, 2.074, -2.429], [-3.233, 3.266, -1.154], [-5.127, 2.017, 1.235], [-3.594, 2.949, 1.219], [-3.682, 1.369, 2.063], [0.937, -0.100, 5.399], [1.248, -1.409, 5.124], [1.173, -1.523, 3.771], [0.828, -0.303, 3.220], [0.699, 0.531, 4.233], [0.922, 0.319, 6.314], [1.489, -2.126, 5.891], [1.365, -2.389, 3.158], [0.446, 1.578, 4.158]], "mulliken_charge": [1.30, 0.23, 0.16, -0.81, -0.67, -1.26, -0.35, 0.62, 0.17, -0.82, -0.86, -0.76, -0.49, 0.73, 0.16, 0.50, 0.47, 0.59, 0.61, 0.53, 0.47, 0.55, 0.10, -0.72, -0.95, 0.25, -0.18, -1.09, 0.28, -0.94, -0.79, 0.13, 0.33, 0.53, 0.44, 0.50, -0.38, 0.69, 0.50, 0.41, 0.29, 0.53, 0.56, 0.39, -0.31, -0.14, -1.45, 0.36, -0.63, -0.78, -0.86, -0.66, 1.42, 1.37, 0.74, -0.32, -0.86, -0.76, -0.52, -0.30, 0.78, -0.99, -0.85, -0.72, -1.02, -0.50, 0.39, 0.49, 0.55, 0.45, 0.48, 0.46, 0.43, 0.49, 0.46, 0.48, 0.31, 0.65, 0.51, 0.47, 0.52, 0.43, -1.17, 0.53, -1.20, -0.01, 0.49, 0.37, 0.29, 0.55, 0.31, 0.27, -0.04, -0.84, -0.43, 0.53, -0.70, 0.22, 0.45, 0.42, 0.42]}

{"formula": "C40H48AsF6N3OPSbV", "method": "ωB97M-V/def2-TZVPD", "homo_ev": [-10.9, -10.9], "charge": 1, "gap_ev": [8.04, 7.87], "multiplicity": 3, "elements": ["V", "C", "C", "C", "C", "C", "C", "P", "C", "C", "C", "C", "C", "C", "C", "C", "C", "C", "C", "C", "H", "H", "H", "H", "H", "H", "H", "H", "H", "H", "H", "H", "H", "H", "C", "C", "C", "Sb", "C", "C", "C", "C", "C", "C", "H", "H", "H", "H", "H", "H", "H", "H", "H", "H", "H", "H", "H", "H", "H", "H", "H", "H", "H", "H", "H", "F", "As", "F", "F", "F", "F", "F", "C", "C", "C", "C", "C", "N", "C", "O", "N", "C", "C", "C", "C", "N", "C", "C", "C", "H", "H", "H", "H", "H", "H", "H", "H", "H", "H", "H", "H", "H"], "coordinates": [[-0.180, 1.850, 1.418], [3.047, -3.624, 1.749], [3.004, -2.992, 0.514], [2.730, -1.629, 0.436], [2.499, -0.892, 1.596], [2.536, -1.537, 2.838], [2.815, -2.897, 2.914], [2.110, 0.878, 1.534], [3.485, 1.722, 2.379], [3.399, 3.114, 2.480], [4.435, 3.840, 3.049], [5.562, 3.182, 3.526], [5.648, 1.802, 3.436], [4.610, 1.069, 2.864], [2.175, 1.530, -0.134], [3.247, 1.670, -1.019], [3.109, 2.546, -2.083], [1.938, 3.298, -2.221], [0.889, 3.158, -1.327], [0.973, 2.242, -0.265], [3.273, -4.686, 1.809], [3.196, -3.559, -0.393], [2.704, -1.131, -0.529], [2.355, -0.970, 3.747], [2.859, -3.390, 3.881], [2.524, 3.631, 2.110], [4.360, 4.919, 3.126], [6.374, 3.747, 3.971], [6.522, 1.287, 3.814], [4.695, -0.007, 2.793], [4.182, 1.136, -0.855], [3.926, 2.684, -2.785], [1.854, 4.006, -3.038], [0.012, 3.775, -1.465], [-4.752, 1.999, 1.639], [-4.207, 1.454, 0.322], [-4.063, -0.069, 0.369], [-2.330, 2.334, -0.272], [-2.270, 1.928, -2.402], [-3.678, 1.584, -2.913], [-1.265, 0.853, -2.840], [-2.765, 4.449, -0.450], [-3.716, 4.740, -1.613], [-3.298, 5.087, 0.837], [-5.738, 1.555, 1.818], [-4.874, 3.078, 1.646], [-4.115, 1.727, 2.481], [-4.876, 1.731, -0.491], [-3.429, -0.372, 1.209], [-3.641, -0.500, -0.539], [-5.048, -0.524, 0.527], [-1.959, 2.894, -2.798], [-4.010, 0.611, -2.534], [-3.665, 1.519, -4.009], [-4.425, 2.334, -2.644], [-1.624, -0.145, -2.572], [-0.272, 0.998, -2.427], [-1.169, 0.881, -3.933], [-1.781, 4.863, -0.666], [-4.692, 4.272, -1.450], [-3.341, 4.419, -2.584], [-3.885, 5.822, -1.673], [-4.376, 4.938, 0.919], [-3.124, 6.168, 0.809], [-2.839, 4.713, 1.743], [-0.017, 3.847, 2.161], [-0.640, 3.454, 3.801], [0.652, 4.249, 4.508], [0.352, 1.999, 3.614], [-1.797, 2.478, 2.831], [-1.305, 2.836, 5.208], [-1.629, 4.795, 3.750], [2.686, -8.101, -3.554], [1.665, -7.010, -3.333], [1.989, -5.836, -2.671], [1.064, -4.811, -2.500], [-0.232, -4.959, -2.981], [-1.233, -3.939, -2.881], [-1.403, -2.953, -1.946], [-2.162, -2.010, -2.093], [-0.631, -3.126, -0.797], [-0.742, -2.293, 0.334], [-0.915, -2.856, 1.583], [-0.984, -2.035, 2.692], [-0.865, -0.680, 2.526], [-0.647, -0.118, 1.317], [-0.608, -0.913, 0.236], [-0.575, -6.133, -3.644], [0.363, -7.137, -3.818], [3.600, -7.914, -2.988], [2.955, -8.168, -4.611], [2.294, -9.077, -3.256], [2.997, -5.702, -2.291], [1.369, -3.891, -2.021], [-1.896, -3.873, -3.631], [-0.390, -4.087, -0.600], [-0.985, -3.937, 1.689], [-1.132, -2.442, 3.687], [-0.919, -0.021, 3.379], [-0.408, -0.440, -0.717], [-1.586, -6.259, -4.024], [0.073, -8.047, -4.338]], "lowdin_spin": [2.00, 0.00, 0.00, 0.00, 0.00, 0.00, 0.00, -0.02, 0.00, 0.00, 0.00, 0.00, 0.00, 0.00, 0.02, 0.00, 0.02, 0.00, 0.01, -0.05, 0.00, 0.00, 0.00, 0.00, 0.00, 0.00, 0.00, 0.00, 0.00, 0.00, 0.00, 0.00, 0.00, 0.00, 0.00, -0.01, 0.00, -0.02, 0.00, 0.00, 0.00, 0.00, 0.00, 0.00, 0.00, 0.00, 0.00, 0.00, 0.00, 0.00, 0.00, 0.00, 0.00, 0.00, 0.00, 0.00, 0.00, 0.00, 0.00, 0.00, 0.00, 0.00, 0.00, 0.00, 0.00, 0.02, 0.00, 0.00, 0.00, 0.01, 0.00, 0.00, 0.00, 0.00, 0.00, 0.00, 0.00, 0.00, 0.00, 0.00, 0.00, 0.00, 0.02, 0.00, 0.02, 0.00, 0.02, 0.00, 0.00, 0.00, 0.00, 0.00, 0.00, 0.00, 0.00, 0.00, 0.00, 0.00, 0.00, 0.00, 0.00, 0.00]}